Record 1
A 2-piece molecular cluster, C3H9NO2 overall at a distorted geometry. Source: the OMol25 dataset; level of theory: ωB97M-V/def2-TZVPD.

CARTESIAN COORDINATES (ANGSTROEM)
H 1.03361 -0.05215 1.84972
H -2.96035 0.67979 -2.61205
O -0.31160 1.81716 -2.04141
H 2.11698 -0.70438 3.03292
C -1.14934 1.12332 -1.54549
H 3.50732 -1.02543 1.26384
N 2.53622 -1.10277 1.00789
H 2.41074 -2.01325 0.58142
H -2.99399 2.25109 -1.70992
C 1.57280 -0.97307 2.12680
H 0.79255 -1.69627 2.34176
H 0.06363 -0.19585 -0.76679
H -3.13380 0.64861 -0.94909
C -2.63134 1.22999 -1.72829
O -0.85343 0.01322 -0.85133

Summary:
Strongest force on any atom in eV/A: 2.67
LUMO level in eV: 0.816
Relative energy (zero: lowest compared OMol25 entry of this formula, charge and spin) in kcal per mole: 26.3
Kohn-Sham gap in eV: 10.2
DFT total energy in eV: -8841.814
Net charge: 0
HOMO level in eV: -9.42
Structure (SMILES): CC(=O)O.CN

Record 2
A 2-piece molecular cluster, C7H10 overall at a distorted geometry. Source: the OMol25 dataset; level of theory: ωB97M-V/def2-TZVPD.

CARTESIAN COORDINATES (ANGSTROEM)
H -2.37424 -0.85145 -0.95255
H 2.18182 -0.43305 -1.43672
H -2.21505 -0.11994 1.38084
C 0.99694 2.69731 0.97219
H 1.10008 -0.07549 -2.90223
H 0.51030 -1.83444 1.30869
H -0.84539 -1.66992 -0.93325
C 1.54103 0.23691 -1.94500
C 1.63234 1.35187 -1.23971
C -1.40160 -0.75743 -0.56148
C 1.61522 1.96911 -0.06818
H -0.39791 -0.92952 2.67621
C -0.42486 -1.26335 1.62531
C -1.40375 -0.71762 0.87352
H 1.17946 2.53210 2.05533
H 0.28121 3.49062 0.78025
H -0.86468 0.03696 -0.93638

Summary:
Strongest force on any atom in eV/A: 3.81
LUMO level in eV: 0.087
Relative energy (zero: lowest compared OMol25 entry of this formula, charge and spin) in kcal per mole: 119.2
Kohn-Sham gap in eV: 9.0
DFT total energy in eV: -7415.868
Net charge: 0
HOMO level in eV: -8.89
Structure (SMILES): C=C=C=C.C=CC

Record 3
C4H10O as an isolated structure at a distorted geometry. Source: the OMol25 dataset; level of theory: ωB97M-V/def2-TZVPD.

CARTESIAN COORDINATES (ANGSTROEM)
H 0.21685 0.46592 -1.88941
H -1.04528 -2.16712 -0.34338
H -1.14337 -0.46468 -0.42285
O 0.86365 -0.41754 -0.13757
C -0.37273 -1.06065 0.04589
H -0.29364 -0.87045 2.24749
H 1.89353 0.78225 -1.41805
C 0.44627 2.01708 -0.39000
H -0.20454 -2.53279 1.63190
H -0.57634 1.95611 -0.00419
H -1.62879 -1.97551 0.98216
H 1.11264 2.27821 0.43781
C 0.86843 0.70001 -1.03992
C -0.61661 -1.54870 1.42036
H 0.47993 2.83785 -1.12024

Summary:
Strongest force on any atom in eV/A: 3.72
LUMO level in eV: 1.119
Relative energy (zero: lowest compared OMol25 entry of this formula, charge and spin) in kcal per mole: 80.1
Kohn-Sham gap in eV: 10.4
DFT total energy in eV: -6354.328
Net charge: 0
HOMO level in eV: -9.24

Repeat the first record exactly.
A 2-piece molecular cluster, C3H9NO2 overall at a distorted geometry. Source: the OMol25 dataset; level of theory: ωB97M-V/def2-TZVPD.

CARTESIAN COORDINATES (ANGSTROEM)
H 1.03361 -0.05215 1.84972
H -2.96035 0.67979 -2.61205
O -0.31160 1.81716 -2.04141
H 2.11698 -0.70438 3.03292
C -1.14934 1.12332 -1.54549
H 3.50732 -1.02543 1.26384
N 2.53622 -1.10277 1.00789
H 2.41074 -2.01325 0.58142
H -2.99399 2.25109 -1.70992
C 1.57280 -0.97307 2.12680
H 0.79255 -1.69627 2.34176
H 0.06363 -0.19585 -0.76679
H -3.13380 0.64861 -0.94909
C -2.63134 1.22999 -1.72829
O -0.85343 0.01322 -0.85133

Summary:
Strongest force on any atom in eV/A: 2.67
LUMO level in eV: 0.816
Relative energy (zero: lowest compared OMol25 entry of this formula, charge and spin) in kcal per mole: 26.3
Kohn-Sham gap in eV: 10.2
DFT total energy in eV: -8841.814
Net charge: 0
HOMO level in eV: -9.42
Structure (SMILES): CC(=O)O.CN

- Among the records above, which one has the lowest DFT total energy?
  C3H9NO2

Copy entry 2 word for word.
A 2-piece molecular cluster, C7H10 overall at a distorted geometry. Source: the OMol25 dataset; level of theory: ωB97M-V/def2-TZVPD.

CARTESIAN COORDINATES (ANGSTROEM)
H -2.37424 -0.85145 -0.95255
H 2.18182 -0.43305 -1.43672
H -2.21505 -0.11994 1.38084
C 0.99694 2.69731 0.97219
H 1.10008 -0.07549 -2.90223
H 0.51030 -1.83444 1.30869
H -0.84539 -1.66992 -0.93325
C 1.54103 0.23691 -1.94500
C 1.63234 1.35187 -1.23971
C -1.40160 -0.75743 -0.56148
C 1.61522 1.96911 -0.06818
H -0.39791 -0.92952 2.67621
C -0.42486 -1.26335 1.62531
C -1.40375 -0.71762 0.87352
H 1.17946 2.53210 2.05533
H 0.28121 3.49062 0.78025
H -0.86468 0.03696 -0.93638

Summary:
Strongest force on any atom in eV/A: 3.81
LUMO level in eV: 0.087
Relative energy (zero: lowest compared OMol25 entry of this formula, charge and spin) in kcal per mole: 119.2
Kohn-Sham gap in eV: 9.0
DFT total energy in eV: -7415.868
Net charge: 0
HOMO level in eV: -8.89
Structure (SMILES): C=C=C=C.C=CC